[1]
{
  "formula": "CH4BrNO",
  "method": "the ωB97M-V functional and the def2-TZVPD basis",
  "largest_force_ev_per_a": 2.117,
  "homo_lumo_gap_ev": [8.82, 9.20],
  "relative_energy_kj_mol": 247.6,
  "total_charge": 0,
  "elements": ["C", "N", "O", "Br", "H", "H", "H", "H"],
  "positions_angstrom": [[-0.78, -1.38, -0.02], [1.06, 1.35, 0.04], [1.35, 0.09, 0.08], [-1.60, 0.30, 0.00], [-0.76, -1.90, 1.01], [-0.79, -1.97, -0.95], [0.31, 1.65, 0.62], [1.22, 1.86, -0.78]]
}

---

[2]
{
  "formula": "CH4BrNS",
  "method": "the ωB97M-V functional and the def2-TZVPD basis",
  "largest_force_ev_per_a": 1.902,
  "homo_lumo_gap_ev": [7.79, 8.24],
  "relative_energy_kj_mol": 277.4,
  "total_charge": 0,
  "elements": ["C", "N", "S", "Br", "H", "H", "H", "H"],
  "positions_angstrom": [[0.85, -0.39, 1.65], [-1.91, 0.72, -1.56], [-2.22, -0.78, -0.88], [1.41, 1.26, 0.99], [1.51, -1.26, 1.42], [-0.18, -0.57, 1.33], [-0.99, 1.00, -2.00], [-2.71, 1.32, -1.86]]
}